i) 71
Properties=species:S:1:pos:R:3 method="wB97M-V/def2-TZVPD" lumo_energy_ha="-0.288 / -0.287" total_charge=+2 homo_energy_ev="-13.32 / -13.32" multiplicity=3 gap_ev="5.475 / 5.503"
W -0.3498 -0.0597 -1.6346
C -4.0923 1.0327 2.3419
C -3.3684 -0.0376 2.8443
C -2.4828 -0.7385 2.0360
C -2.3249 -0.3604 0.7119
C -3.0654 0.6926 0.2002
C -3.9364 1.3967 1.0137
N -1.3981 -1.0205 -0.2015
N -0.6493 -2.0417 0.3177
C 1.1342 -2.4904 -1.1618
C 1.9880 -3.5421 -1.2903
C 2.3252 -3.9482 -2.5805
C 1.7822 -3.2929 -3.6651
C 0.9137 -2.2429 -3.4477
N 0.6023 -1.8493 -2.2119
H -4.7878 1.5694 2.9769
H -3.4936 -0.3398 3.8798
H -1.9247 -1.5644 2.4649
H -3.0208 0.9315 -0.8409
H -4.5143 2.2168 0.5999
H 2.3980 -4.0222 -0.4110
H 3.0053 -4.7806 -2.7282
H 2.0287 -3.5803 -4.6801
H 0.4576 -1.6972 -4.2563
O 1.4956 0.9228 -2.1970
N 1.7092 1.4368 -1.0187
O 2.6283 2.0986 -0.7416
O 0.7493 1.1121 -0.1908
C -0.7801 3.2133 2.5866
C 0.3148 2.1703 2.6983
C 1.5966 2.4166 2.2275
C 2.6112 1.4772 2.3561
C 2.3719 0.2644 2.9786
N 3.4927 -0.6286 3.1167
C 3.5590 -1.9275 3.5153
O 4.5226 -2.4216 4.0510
N 2.4352 -2.7633 3.2482
C 1.5861 -2.7938 2.1546
C 0.7423 -3.9638 2.0985
C -0.4092 -4.1512 1.4242
C -1.1235 -3.1733 0.6951
N 0.7239 -1.8661 0.0597
C 1.5777 -1.8423 1.1950
C 1.0978 -0.0072 3.4524
C 0.0871 0.9415 3.3025
H -0.3648 4.2092 2.4298
H -1.3893 3.2424 3.4917
H -1.4494 2.9979 1.7504
H 1.8163 3.3703 1.7532
H 3.6113 1.7023 1.9884
H 4.3886 -0.1887 3.2201
H 2.5370 -3.6246 3.7557
H 1.0428 -4.7880 2.7434
H -0.9245 -5.0942 1.5665
H -2.1818 -3.3065 0.4797
H 2.2819 -1.0180 1.2142
H 0.8939 -0.9304 3.9888
H -0.8992 0.7269 3.7104
O -1.6807 0.7956 -4.6846
B -1.3894 0.4659 -3.4083
O -1.0910 1.7107 -2.6550
C -1.1601 2.7327 -3.6164
C -0.9463 4.0733 -3.4388
C -1.1377 4.8638 -4.5674
C -1.5265 4.3084 -5.7865
C -1.7422 2.9411 -5.9303
C -1.5448 2.1840 -4.8075
H -0.6573 4.4934 -2.4829
H -0.9827 5.9337 -4.4927
H -1.6671 4.9572 -6.6438
H -2.0523 2.4955 -6.8677

ii) 71
Properties=species:S:1:pos:R:3 method="wB97M-V/def2-TZVPD" lumo_energy_ha="-0.307 / -0.338" total_charge=+2 homo_energy_ev="-12.50 / -12.50" multiplicity=3 gap_ev="4.138 / 3.301"
W 1.1989 1.5251 -0.2290
C -0.0192 5.6132 -3.3408
C -0.6040 4.7264 -2.4391
C 0.1831 3.7694 -1.8424
C 1.5531 3.6921 -2.1454
C 2.1383 4.5851 -3.0379
C 1.3387 5.5434 -3.6325
N 2.2445 2.6647 -1.4924
N 3.5133 2.5655 -1.6399
C 4.0174 1.5020 -0.9652
C 5.3851 1.2460 -0.9191
C 5.8331 0.1673 -0.1853
C 4.9035 -0.6615 0.4413
C 3.5603 -0.3776 0.3331
N 3.1089 0.6927 -0.3424
H -0.6355 6.3636 -3.8170
H -1.6578 4.7979 -2.2094
H -0.2631 3.0631 -1.1129
H 3.1955 4.5124 -3.2504
H 1.7769 6.2394 -4.3341
H 6.0499 1.9183 -1.4436
H 6.8907 -0.0382 -0.0920
H 5.2271 -1.5171 1.0161
H 2.8023 -1.0006 0.7872
O 3.2630 2.6749 1.4352
N 2.0898 2.3530 1.3889
O 1.6426 1.1627 1.7327
O 1.1364 3.1422 0.9776
C -0.7200 -3.7824 5.9070
C -1.7453 -3.3452 4.9024
C -3.0762 -3.1399 5.2555
C -4.0178 -2.7655 4.3157
C -3.6606 -2.5765 2.9809
N -4.6969 -2.2378 2.0827
C -4.6883 -1.9183 0.7510
O -5.6128 -2.1427 0.0115
N -3.5452 -1.2493 0.2647
C -2.8052 -0.2623 0.8689
C -3.0700 0.2600 2.1379
C -2.2405 1.2487 2.6320
C -1.1536 1.6798 1.9015
N -0.8753 1.1828 0.6796
C -1.7136 0.2577 0.1752
C -2.3289 -2.7732 2.6138
C -1.3980 -3.1487 3.5681
H -1.1740 -4.0079 6.8692
H 0.0311 -3.0035 6.0572
H -0.1923 -4.6702 5.5555
H -3.3794 -3.2834 6.2850
H -5.0513 -2.6232 4.6112
H -5.6175 -2.5296 2.3756
H -3.4790 -1.3170 -0.7397
H -3.9172 -0.0857 2.7138
H -2.4340 1.6899 3.5990
H -0.5119 2.4518 2.2904
H -1.5246 -0.0962 -0.8245
H -2.0230 -2.6891 1.5814
H -0.3706 -3.3221 3.2668
O 1.4759 0.2048 -3.0435
B 0.7514 0.1121 -1.8554
O -0.0780 -1.0078 -1.9371
C 0.1447 -1.5924 -3.1597
C -0.4427 -2.7118 -3.7117
C -0.0304 -3.0520 -4.9915
C 0.9232 -2.2986 -5.6797
C 1.5039 -1.1709 -5.1192
C 1.0955 -0.8427 -3.8426
H -1.1931 -3.2862 -3.1857
H -0.4671 -3.9163 -5.4721
H 1.2121 -2.5970 -6.6778
H 2.2242 -0.5679 -5.6549

Most favorable structure: ii). The second most favorable one is 1.268 eV above it.

i) 13
Properties=species:S:1:pos:R:3 method="wB97M-V/def2-TZVPD" lumo_energy_ha=0.034 homo_energy_ev=-8.57 smiles=C1NC[C@H]2S[C@@H]12 gap_ev=9.495
C -0.8189 -0.0314 -0.9634
N -0.0405 -1.2063 -0.5819
C 1.0600 -0.6389 0.1993
C 0.4466 0.4861 0.9964
S 0.7978 2.0396 0.2221
C -0.6873 0.9788 0.1500
H -1.8409 -0.4034 -1.0766
H -0.5275 0.3333 -2.0391
H -0.5872 -1.8407 0.0473
H 1.5449 -1.4017 0.8060
H 1.8234 -0.2231 -0.4514
H 0.4100 0.4236 2.0940
H -1.5805 1.4840 0.5973

ii) 13
Properties=species:S:1:pos:R:3 method="wB97M-V/def2-TZVPD" lumo_energy_ha=0.022 homo_energy_ev=-9.64 smiles=CC(C)(S)C#N gap_ev=10.249
C 0.3259 1.2713 -1.2547
C -0.0254 0.3686 -0.0407
C -0.1467 1.2017 1.2986
S 1.1687 -1.0144 0.0472
C -1.2494 -0.3312 -0.1232
N -2.1394 -1.0250 -0.1776
H 0.0273 0.9052 -2.3172
H 1.3765 1.6050 -1.2765
H -0.2127 2.1906 -1.1227
H -1.0772 1.9265 1.4745
H 0.8325 1.8191 1.4844
H -0.2962 0.4873 2.1902
H 2.2005 -0.5912 0.7759

Most favorable structure: i). The second most favorable one is 0.114 eV above it.

i) 13
Properties=species:S:1:pos:R:3 method="wB97M-V/def2-TZVPD" lumo_energy_ha=0.022 homo_energy_ev=-8.35 smiles="C=C(C)NC=S" gap_ev=8.954
C 0.1289 2.4695 -0.8172
C 0.1356 1.1681 -0.6388
C 0.6308 0.1752 -1.6135
N -0.2761 0.7075 0.6644
C -0.4381 -0.4944 1.2476
S -0.1192 -1.9881 0.6484
H 0.5003 2.8554 -1.7653
H -0.2350 3.2016 -0.1030
H -0.1927 -0.4937 -1.9076
H 0.9961 0.5879 -2.5778
H 1.5172 -0.3310 -1.2140
H -0.6374 1.4793 1.2133
H -0.8517 -0.3527 2.2604

ii) 13
Properties=species:S:1:pos:R:3 method="wB97M-V/def2-TZVPD" lumo_energy_ha=-0.018 homo_energy_ev=-8.20 gap_ev=7.719
C 0.0399 -0.5526 -0.0940
C -2.0491 1.2976 0.1322
C 1.3621 -1.3323 -0.1346
C 0.3498 0.8793 0.1142
N 1.5045 1.2779 0.4805
S 2.6599 0.0736 0.1366
H -0.4131 -0.7319 -1.0631
H -0.6590 -0.9657 0.7100
H -2.1960 0.6910 1.0027
H -2.0247 2.3520 -0.0547
H 1.5936 -2.0926 0.6930
H 1.7334 -1.7145 -1.0994
H -1.9013 0.8180 -0.8235

Most favorable structure: i). The second most favorable one is 4.142 eV above it.

i) 17
Properties=species:S:1:pos:R:3 method="wB97M-V/def2-TZVPD" lumo_energy_ha=-0.159 total_charge=+1 homo_energy_ev=-13.67 smiles="C=C=NNN=[N+](C)C" gap_ev=9.337
C -3.8847 -0.9614 -0.4442
C -3.1265 0.0529 -0.2710
N -2.6310 1.1420 -0.0819
N -1.2754 1.2436 0.1952
N -0.5363 0.2570 0.0087
N 0.6854 0.1687 0.1253
C 1.3568 -1.0815 -0.2621
C 1.5762 1.2228 0.4488
H -4.1564 -1.4074 -1.3242
H -4.6099 -1.2798 0.3198
H -1.0154 2.3051 0.3202
H 0.9051 -1.4950 -1.1740
H 2.3821 -0.7380 -0.3452
H 1.1973 -1.7691 0.5846
H 2.6063 1.0198 0.2600
H 1.2509 2.1771 -0.0191
H 1.5027 1.3649 1.5609

ii) 17
Properties=species:S:1:pos:R:3 method="wB97M-V/def2-TZVPD" lumo_energy_ha=-0.214 total_charge=+1 homo_energy_ev=-15.06 gap_ev=9.237
C -3.3377 0.3498 0.3488
C -2.0967 -0.2385 0.7419
C 0.9990 0.7725 0.9529
C 1.2135 -1.1644 -0.6247
N -3.1383 0.8863 -0.7976
N -1.9035 0.6454 -1.1130
N -1.2357 0.0036 -0.1849
N 0.6715 0.1761 -0.2812
H -4.1623 0.4637 1.0547
H -2.0015 -0.8490 1.6236
H 0.3072 0.3276 1.7262
H 2.0784 0.5903 1.2079
H 0.8445 1.8562 0.7953
H 2.1034 -1.0163 -1.1885
H 1.4552 -1.7673 0.2871
H 0.4874 -1.5751 -1.2334
H -1.4595 1.0801 -1.8668

iii) 17
Properties=species:S:1:pos:R:3 method="wB97M-V/def2-TZVPD" lumo_energy_ha=-0.120 total_charge=+1 homo_energy_ev=-14.68 gap_ev=11.419
C 3.4964 -0.4454 0.2160
C 2.3821 -1.2019 -0.1531
C -1.7643 1.0974 0.3153
C -0.4948 -0.5338 -0.9503
N 3.0667 0.8385 0.2162
N 1.8585 0.8233 -0.1442
N 1.3521 -0.3847 -0.2897
N -1.3776 -0.2881 -0.0228
H 4.4756 -0.7691 0.5074
H 2.2960 -2.3224 -0.0414
H -2.1455 1.4089 -0.5995
H -2.6753 1.0657 0.9649
H -0.9415 1.5392 0.7874
H -0.4191 0.3037 -1.5616
H -0.4314 -1.6008 -1.0934
H -1.3681 -0.9303 0.7993
H 1.2960 1.7149 -0.3214

Most favorable structure: iii). The second most favorable one is 1.976 eV above it.

i) 5
Properties=species:S:1:pos:R:3 method="wB97M-V/def2-TZVPD" lumo_energy_ha=0.027 homo_energy_ev=-9.16 smiles=Cl.S gap_ev=9.905
Cl -1.1208 -0.8842 0.4874
H -1.2987 -1.9058 -0.2647
S 0.4954 1.4230 -0.2685
H 0.4991 0.7278 0.8778
H 1.4249 0.6392 -0.8320

ii) 5
Properties=species:S:1:pos:R:3 method="wB97M-V/def2-TZVPD" lumo_energy_ha=0.032 homo_energy_ev=-9.56 smiles=Cl.S gap_ev=10.443
Cl -1.6099 -0.0732 0.0289
H -2.4415 0.8624 -0.2335
S 1.6088 -0.0094 -0.0995
H 1.6093 1.1362 0.5909
H 2.4604 -0.6039 0.7435

Most favorable structure: ii). The second most favorable one is 0.418 eV above it.